{"formula": "HO3S3", "method": "ωB97M-V/def2-TZVPD", "elements": ["O", "S", "O", "O", "S", "S", "H"], "coordinates": [[-0.5419, 0.6367, -1.5096], [-0.3352, 0.5774, -0.0639], [-0.3686, 1.8243, 0.7061], [-1.6776, -0.3184, 0.5689], [1.8611, -0.1066, 0.3716], [3.0380, -1.6907, -0.0829], [-1.9757, -0.9227, 0.0098]], "homo_lumo_gap_ev": 6.45, "relative_energy_kcal_mol": 37.3, "multiplicity": 1, "charge": -1, "homo_ev": -3.626, "smiles": "O=S(=O)(O)S[S-]", "largest_force_ha_per_bohr": 0.141}

---

{"formula": "C49H62F3N3O", "method": "ωB97M-V/def2-TZVPD", "elements": ["C", "C", "C", "C", "C", "C", "C", "C", "C", "C", "C", "C", "N", "N", "N", "C", "C", "C", "C", "C", "C", "C", "C", "C", "C", "C", "C", "C", "C", "C", "C", "C", "C", "C", "C", "C", "H", "H", "H", "H", "H", "H", "H", "H", "H", "H", "H", "H", "H", "H", "H", "H", "H", "H", "H", "H", "H", "H", "H", "H", "H", "H", "H", "H", "H", "H", "H", "H", "H", "H", "H", "H", "H", "H", "H", "H", "H", "C", "C", "C", "C", "C", "C", "C", "C", "C", "F", "F", "F", "C", "C", "C", "C", "C", "C", "C", "O", "H", "H", "H", "H", "H", "H", "H", "H", "H", "H", "H", "H", "H", "H", "H", "H", "H", "H", "H", "H", "H"], "coordinates": [[-3.1433, -4.2989, -0.6436], [-3.4924, -3.7229, 0.7239], [-4.2506, -4.7399, 1.5815], [-4.2357, -2.4010, 0.5352], [-5.6125, -2.3970, 0.3315], [-6.2916, -1.2007, 0.1040], [-5.5966, 0.0048, 0.0720], [-4.2131, 0.0301, 0.2501], [-3.4764, 1.3710, 0.1877], [-3.9077, 2.2925, 1.3279], [-3.6468, 2.0243, -1.1842], [-3.5360, -1.1809, 0.4613], [-2.0927, -1.1686, 0.6042], [-1.2650, -1.3617, -0.4480], [-0.0161, -1.3000, 0.0894], [1.1687, -1.3199, -0.7457], [1.7061, -0.1141, -1.2226], [1.0170, 1.2204, -0.9451], [-0.0382, 1.4944, -2.0165], [1.9936, 2.3927, -0.8032], [2.8347, -0.1700, -2.0434], [3.4289, -1.3900, -2.3561], [2.8924, -2.5763, -1.8634], [1.7579, -2.5527, -1.0505], [1.1253, -3.8611, -0.5782], [2.1510, -4.9040, -0.1284], [0.2126, -4.4109, -1.6710], [-0.0669, -1.0405, 1.4515], [1.1220, -0.8984, 2.2527], [1.2896, 0.2529, 3.0602], [2.4493, 0.4311, 3.8062], [3.4307, -0.5647, 3.8182], [3.2639, -1.7332, 3.0598], [2.1240, -1.9014, 2.2847], [-1.3979, -0.9326, 1.8063], [-2.0239, -0.6494, 3.0064], [-2.5967, -3.5576, -1.2402], [-2.5224, -5.1978, -0.5450], [-4.0613, -4.5634, -1.1897], [-2.5594, -3.4820, 1.2497], [-4.5625, -4.2955, 2.5329], [-5.1404, -5.1174, 1.0618], [-3.5989, -5.5910, 1.8070], [-6.1514, -3.3471, 0.3427], [-7.3692, -1.2116, -0.0599], [-6.1195, 0.9486, -0.1015], [-2.4138, 1.1442, 0.3278], [-3.7133, 1.8156, 2.2955], [-3.3463, 3.2336, 1.2941], [-4.9807, 2.5183, 1.2593], [-3.2969, 1.3458, -1.9727], [-4.7036, 2.2551, -1.3776], [-3.0605, 2.9492, -1.2449], [0.5011, 1.1113, 0.0184], [-0.7758, 0.6805, -2.0441], [-0.5641, 2.4389, -1.8194], [0.4349, 1.5583, -3.0090], [2.7644, 2.1679, -0.0560], [2.4858, 2.6222, -1.7577], [1.4553, 3.2881, -0.4699], [3.2415, 0.7578, -2.4515], [4.3106, -1.4189, -3.0027], [3.3418, -3.5392, -2.1147], [0.5011, -3.6099, 0.2880], [2.8679, -4.4770, 0.5834], [1.6382, -5.7363, 0.3700], [2.7060, -5.3029, -0.9878], [-0.5140, -3.6483, -1.9812], [0.8066, -4.6927, -2.5528], [-0.3359, -5.2918, -1.3132], [0.4872, 0.9907, 3.0693], [2.5828, 1.3462, 4.3833], [4.3315, -0.4331, 4.4182], [4.0253, -2.5150, 3.0779], [1.9619, -2.8175, 1.7138], [-1.3675, -0.4814, 3.8514], [-3.1068, -0.7183, 3.0622], [-0.2647, 1.9414, 12.6729], [-0.3045, 0.9683, 11.4873], [1.1246, 0.4980, 11.2229], [-1.1300, -0.2572, 11.9012], [-0.9287, 1.6477, 10.2389], [-0.2758, 1.7928, 9.0439], [-0.8732, 2.4034, 7.8785], [-0.1622, 2.4763, 6.6803], [-0.6520, 3.0964, 5.4628], [0.3168, 3.0649, 4.4726], [-1.7680, 2.4764, 4.9067], [-1.0098, 4.4296, 5.5908], [-2.2116, 2.9153, 8.0201], [-2.9321, 2.8120, 9.1767], [-4.3733, 3.3484, 9.2938], [-5.3435, 2.2048, 9.6170], [-4.8335, 3.9928, 7.9880], [-4.4654, 4.4103, 10.3971], [-2.3147, 2.1558, 10.3438], [-2.9666, 2.0334, 11.4076], [-1.2767, 2.2524, 12.9463], [0.2041, 1.4492, 13.5334], [0.3212, 2.8316, 12.4191], [1.1582, -0.2421, 10.4151], [1.7827, 1.3387, 10.9745], [1.5183, 0.0213, 12.1304], [-1.1805, -0.9795, 11.0791], [-0.6581, -0.7423, 12.7639], [-2.1472, 0.0410, 12.1697], [0.7536, 1.4397, 8.9223], [0.8403, 2.0908, 6.6250], [-2.6313, 3.3985, 7.1393], [-5.0896, 1.7417, 10.5751], [-6.3676, 2.5946, 9.6653], [-5.2963, 1.4388, 8.8343], [-4.1973, 4.8459, 7.7252], [-4.8273, 3.2653, 7.1680], [-5.8606, 4.3610, 8.1028], [-3.7839, 5.2409, 10.1798], [-5.4894, 4.8005, 10.4448], [-4.1988, 3.9836, 11.3686]], "homo_lumo_gap_ev": 4.41, "multiplicity": 1, "homo_ev": -5.965, "largest_force_ha_per_bohr": 0.065}

---

{"formula": "C20H22GaN2O3S", "method": "ωB97M-V/def2-TZVPD", "elements": ["Ga", "C", "C", "N", "C", "C", "C", "S", "N", "C", "O", "C", "C", "C", "C", "C", "C", "H", "H", "H", "H", "H", "H", "H", "H", "H", "H", "H", "H", "H", "H", "H", "C", "C", "O", "C", "C", "C", "C", "C", "C", "O", "H", "H", "H", "H", "H", "H", "H"], "coordinates": [[8.3296, 10.3585, 10.0594], [8.4195, 7.7158, 4.3891], [9.2727, 7.4884, 5.6704], [8.4587, 7.5943, 6.8786], [7.2509, 6.7322, 6.7959], [5.9651, 7.4111, 6.2639], [8.8764, 8.2400, 7.9858], [7.7254, 8.1855, 9.3438], [10.0967, 8.7664, 7.9927], [10.5977, 9.9468, 8.3927], [9.9722, 10.8461, 9.1601], [11.9854, 10.2547, 7.9548], [12.5204, 11.5258, 8.0961], [13.8980, 11.7213, 7.9880], [14.7993, 10.6522, 7.6978], [14.2157, 9.4155, 7.4716], [12.8358, 9.2374, 7.4848], [9.0243, 7.7543, 3.4878], [7.8716, 8.6553, 4.4622], [7.8023, 6.8492, 4.2067], [10.0456, 8.2982, 5.6642], [9.8622, 6.5464, 5.6740], [7.0691, 6.4588, 7.8341], [7.4682, 5.8014, 6.2601], [6.2534, 8.4478, 5.9681], [5.2596, 7.4568, 7.0890], [5.5104, 6.8284, 5.4279], [11.8073, 12.3303, 8.3072], [14.2757, 12.7702, 8.0028], [15.8544, 10.7939, 7.6001], [14.8457, 8.5340, 7.2255], [12.4297, 8.2548, 7.2084], [8.3536, 11.4904, 14.0071], [8.2402, 11.6214, 12.5684], [8.6013, 10.5782, 11.8120], [7.6384, 12.7879, 11.9873], [7.5096, 14.0249, 12.7397], [6.9750, 15.1696, 12.1875], [6.5784, 15.2081, 10.8762], [6.6008, 14.0922, 10.1244], [7.0946, 12.8637, 10.5979], [7.1580, 11.8245, 9.7167], [8.5486, 10.3930, 14.2592], [7.4336, 11.9735, 14.4247], [9.1823, 12.1171, 14.2808], [7.9315, 14.0385, 13.7555], [6.9706, 16.0499, 12.8010], [6.2565, 16.1474, 10.4636], [6.1753, 14.2232, 9.1694]], "homo_lumo_gap_ev": 7.76, "multiplicity": 1, "charge": 1, "homo_ev": -11.763, "largest_force_ha_per_bohr": 0.077}

---

{"formula": "C6H10N", "method": "ωB97M-V/def2-TZVPD", "elements": ["C", "C", "C", "C", "C", "C", "N", "H", "H", "H", "H", "H", "H", "H", "H", "H", "H"], "coordinates": [[-1.7729, -0.6117, -0.9799], [-0.7052, -0.2307, -0.5834], [1.4530, 0.6894, -0.5863], [-3.0211, -1.0847, -1.4774], [2.5708, 1.2680, 0.1920], [0.4934, -0.4201, 2.0290], [0.3592, 0.2758, -0.1806], [1.5102, 0.8266, -1.6443], [-3.7778, -0.6242, -0.6739], [-3.2325, -0.6465, -2.4051], [-3.3381, -2.1391, -1.3645], [3.4037, 1.3978, -0.5073], [2.8597, 0.5668, 1.0201], [2.0638, 2.2326, 0.5360], [-0.5343, -0.2629, 2.4823], [1.1330, 0.1874, 2.5219], [0.5351, -1.4246, 1.6215]], "homo_lumo_gap_ev": [7.51, 7.30], "relative_energy_kcal_mol": 114.6, "multiplicity": 1, "charge": 1, "homo_ev": [-13.383, -13.347], "largest_force_ha_per_bohr": 0.138}

---

{"formula": "C23H20ClIN10O3STa", "method": "ωB97M-V/def2-TZVPD", "elements": ["Ta", "N", "C", "S", "N", "N", "C", "C", "C", "C", "C", "C", "C", "C", "C", "C", "C", "C", "N", "H", "H", "H", "H", "H", "H", "H", "H", "H", "H", "H", "N", "N", "C", "N", "N", "N", "O", "O", "H", "H", "H", "H", "H", "Cl", "C", "C", "C", "I", "C", "O", "C", "N", "C", "C", "C", "C", "H", "H", "H", "H"], "coordinates": [[0.6134, 0.4856, -0.0009], [-0.4285, 1.0314, -4.3353], [-0.3799, 0.6877, -3.0407], [1.2031, 0.9419, -2.2627], [-1.4173, 0.2144, -2.4437], [-1.1789, -0.1109, -1.1155], [-2.1326, -0.7858, -0.5211], [-3.4248, -1.1133, -1.0919], [-3.9106, -2.4254, -0.9692], [-5.1294, -2.7673, -1.5229], [-5.8936, -1.7968, -2.1589], [-5.4301, -0.4893, -2.2675], [-4.1919, -0.1498, -1.7612], [-1.7525, -1.2551, 0.8354], [-2.6298, -1.8024, 1.7383], [-2.1514, -2.2247, 2.9815], [-0.8149, -2.0678, 3.2884], [0.0095, -1.4647, 2.3540], [-0.4495, -1.0716, 1.1600], [0.3957, 1.3044, -4.8416], [-1.2685, 0.8356, -4.8590], [-3.3061, -3.1927, -0.4996], [-5.4847, -3.7869, -1.4596], [-6.8581, -2.0610, -2.5733], [-6.0395, 0.2632, -2.7497], [-3.8375, 0.8686, -1.8375], [-3.6776, -1.8862, 1.4907], [-2.8303, -2.6673, 3.6994], [-0.4096, -2.3817, 4.2405], [1.0592, -1.2902, 2.5603], [2.1775, 3.8823, -1.1226], [1.2783, 4.7962, -0.5659], [0.3212, 4.4233, 0.2739], [-0.3945, 5.3556, 0.8782], [0.1362, 3.0686, 0.4396], [-0.6393, 2.6726, 1.4221], [-0.7400, 1.3751, 1.4047], [-1.1973, 3.2997, 2.2605], [3.1001, 4.0558, -0.7357], [2.2078, 4.0192, -2.1267], [1.3935, 5.7862, -0.7465], [-0.2138, 6.3347, 0.7123], [-1.0946, 5.1122, 1.5628], [6.6658, -2.5631, 1.9483], [5.3701, -1.4873, 1.6608], [5.4064, -0.2247, 2.1927], [4.3428, 0.6911, 1.9729], [4.3905, 2.5972, 2.7592], [3.2990, 0.2633, 1.2250], [2.1480, 0.9554, 0.9063], [3.2364, -1.0073, 0.6731], [2.0962, -1.2748, -0.0531], [1.9953, -2.4750, -0.6148], [2.9863, -3.4501, -0.4835], [4.1144, -3.1862, 0.2566], [4.2648, -1.9229, 0.8655], [6.2589, 0.0759, 2.7865], [1.1012, -2.6721, -1.1946], [2.8492, -4.4061, -0.9685], [4.8861, -3.9366, 0.3741]], "homo_lumo_gap_ev": 6.23, "multiplicity": 1, "charge": 3, "homo_ev": -16.397, "largest_force_ha_per_bohr": 0.029}

---

{"formula": "C17H20IrN3O8S", "method": "ωB97M-V/def2-TZVPD", "elements": ["Ir", "O", "C", "C", "C", "C", "C", "C", "N", "H", "H", "H", "H", "H", "H", "H", "O", "C", "O", "C", "C", "C", "C", "C", "C", "N", "O", "O", "N", "O", "O", "H", "H", "H", "C", "C", "S", "O", "C", "C", "H", "H", "H", "H", "H", "H", "H", "H", "H", "H"], "coordinates": [[-0.7992, -0.3117, 0.0523], [-2.0019, -1.1979, -1.3266], [-3.4190, -1.2010, -0.9485], [-3.5765, -0.8571, 0.5152], [-4.7979, -0.9555, 1.1452], [-4.9083, -0.5768, 2.4765], [-3.7868, -0.0947, 3.1404], [-2.5932, -0.0215, 2.4629], [-2.4810, -0.3969, 1.1717], [-1.6779, -2.1173, -1.4093], [-3.8255, -2.1870, -1.1681], [-3.9116, -0.4669, -1.5847], [-5.6567, -1.3234, 0.5984], [-5.8593, -0.6532, 2.9877], [-3.8337, 0.2172, 4.1742], [-1.6978, 0.3621, 2.9326], [0.5052, -4.1940, 0.6545], [0.6069, -3.0243, 0.7918], [-0.3613, -2.2048, 0.1638], [1.7106, -2.1995, 1.3944], [1.2533, -1.0201, 1.9395], [2.0511, 0.1050, 1.9108], [3.4195, 0.0298, 1.7290], [3.8848, -1.2517, 1.4536], [3.0705, -2.3548, 1.1857], [5.3455, -1.3859, 1.2966], [5.7443, -2.5627, 1.0494], [6.0816, -0.4646, 1.4236], [1.2881, 1.3340, 1.7900], [0.1022, 1.1842, 1.3174], [1.7181, 2.3983, 2.0548], [0.2357, -0.9611, 2.2921], [4.0756, 0.8926, 1.7412], [3.4846, -3.2767, 0.7900], [3.1092, 2.4132, -1.9682], [1.6219, 2.4532, -2.2775], [1.0057, 0.7936, -2.6709], [0.6344, 0.1915, -1.2935], [-0.5606, 1.1656, -3.4841], [-1.5133, 2.0232, -2.6719], [3.4407, 3.4162, -1.7012], [3.6880, 2.0886, -2.8310], [3.3278, 1.7511, -1.1284], [1.4003, 3.0621, -3.1569], [1.0193, 2.8125, -1.4413], [-0.9721, 0.1930, -3.7572], [-0.2561, 1.6588, -4.4116], [-1.7059, 1.6014, -1.6748], [-2.4740, 2.0707, -3.1841], [-1.1555, 3.0431, -2.5455]], "s2": 0.757, "homo_lumo_gap_ev": [6.04, 3.39], "relative_energy_kcal_mol": 14.3, "multiplicity": 2, "charge": 3, "homo_ev": [-18.085, -18.084], "largest_force_ha_per_bohr": 0.058}

---

{"formula": "C9H22BF7NO3P2Si", "method": "ωB97M-V/def2-TZVPD", "elements": ["C", "C", "B", "O", "Si", "C", "C", "O", "C", "O", "C", "C", "P", "N", "C", "C", "F", "H", "H", "H", "H", "H", "H", "H", "H", "H", "H", "H", "H", "H", "H", "H", "H", "H", "H", "H", "H", "H", "H", "F", "P", "F", "F", "F", "F", "F"], "coordinates": [[-3.9846, -0.7597, 0.2655], [-3.1333, -0.2740, 1.4709], [-1.7146, -0.9012, 1.3183], [-1.3550, -2.0195, 2.0624], [-0.3257, -0.1641, 0.0569], [0.7288, -1.5631, -0.6704], [1.4179, -1.3024, -2.0150], [1.0367, -2.2307, -3.0389], [-0.2382, -2.0929, -3.5231], [-1.2236, -2.4892, -2.8896], [-0.3510, -1.5352, -4.9172], [0.2548, -0.1469, -5.1563], [-1.3572, 1.1008, -1.4907], [-2.4003, 2.1237, -0.8533], [0.7472, 1.0580, 1.0429], [1.5841, 0.4159, 2.1180], [1.5522, 1.8204, 0.1679], [-3.3952, -1.3198, -0.4632], [-4.7508, -1.4392, 0.6208], [-4.4466, 0.0745, -0.2449], [-3.5760, -0.6046, 2.4060], [-3.0942, 0.8102, 1.4599], [-1.6357, -2.8376, 1.6419], [1.4971, -1.7511, 0.0752], [0.1331, -2.4669, -0.7142], [1.2869, -0.2758, -2.3468], [2.4841, -1.4403, -1.8901], [0.0896, -2.2628, -5.5942], [-1.4094, -1.5150, -5.1430], [1.0019, 0.1329, -4.4268], [0.7252, -0.1224, -6.1333], [-0.5220, 0.6082, -5.1760], [-0.3613, 1.7600, -2.2432], [-1.9578, 0.1899, -2.4005], [-2.1319, 3.0676, -1.1030], [0.0615, 1.7589, 1.5201], [2.3871, 1.0935, 2.3840], [2.0431, -0.5219, 1.8134], [1.0054, 0.2283, 3.0152], [3.8252, 2.7538, 7.0726], [3.3362, 2.2577, 5.5742], [4.7206, 2.9862, 5.0507], [2.6877, 3.7750, 5.4757], [3.6292, 1.3581, 4.2116], [1.7513, 1.8678, 5.2726], [3.3778, 0.7950, 6.3370]], "homo_lumo_gap_ev": 8.38, "multiplicity": 1, "charge": -1, "homo_ev": -6.345, "largest_force_ha_per_bohr": 0.052}

---

{"formula": "C15H26N4O5", "method": "ωB97M-V/def2-TZVPD", "elements": ["C", "C", "C", "C", "C", "O", "N", "C", "C", "C", "O", "C", "C", "N", "C", "O", "C", "N", "C", "C", "O", "C", "O", "N", "H", "H", "H", "H", "H", "H", "H", "H", "H", "H", "H", "H", "H", "H", "H", "H", "H", "H", "H", "H", "H", "H", "H", "H", "H", "H"], "coordinates": [[2.9970, 2.2754, -0.3822], [3.4999, 0.8711, -0.1948], [3.7256, 0.1815, 1.1575], [2.9981, 0.3941, 2.2858], [1.9043, 1.3679, 2.6741], [2.2119, 2.5592, 2.5872], [0.5981, 1.1907, 3.1342], [-0.1904, -0.0705, 3.2871], [-0.9829, -0.2640, 2.0365], [-0.8132, -1.7166, 1.4671], [-0.8951, -2.7608, 2.3713], [0.5657, -1.7094, 0.7387], [0.7510, -0.6075, -0.3107], [-0.3974, -0.7020, -1.2195], [-0.7818, 0.2168, -2.1601], [-0.1119, 1.2429, -2.3308], [-2.2016, 0.1841, -2.7152], [-2.6023, -1.2104, -3.1273], [-3.0602, 0.7637, -1.6296], [-4.4611, 1.1265, -2.3185], [-3.3775, -0.4543, -0.7165], [2.0591, -0.9532, -1.1174], [2.2755, -2.1112, -1.4151], [3.1747, -0.1066, -1.2239], [3.9149, 2.9708, -0.2915], [2.1781, 2.5543, 0.2038], [2.5110, 2.3153, -1.3756], [4.5816, 1.1268, -0.4409], [4.5548, -0.6191, 1.1000], [3.2595, -0.1815, 3.1986], [0.1342, 2.0519, 3.1777], [-0.8751, 0.1386, 4.0899], [0.5256, -0.8895, 3.5894], [-2.0798, -0.2225, 2.2346], [-0.8590, 0.5452, 1.3159], [-1.5823, -1.9386, 0.7442], [-0.7350, -3.4370, 1.7289], [0.6830, -2.6844, 0.2905], [1.3287, -1.6087, 1.5009], [0.8719, 0.3155, -0.0485], [-0.9752, -1.4912, -1.0525], [-2.1944, 0.8785, -3.6051], [-1.8070, -1.6147, -3.5755], [-2.8825, -1.8540, -2.3256], [-2.5428, 1.6209, -1.1542], [-4.3201, 1.9958, -2.9311], [-4.8363, 0.3322, -2.9335], [-5.2439, 1.2117, -1.6253], [-4.3319, -0.7499, -0.7578], [3.8365, -0.4740, -1.9353]], "homo_lumo_gap_ev": 9.48, "relative_energy_kcal_mol": 0.0, "multiplicity": 1, "homo_ev": -9.116, "smiles": "C[C@H]1/C=C\\C(=O)NCC[C@H](O)C[C@H](NC(=O)[C@@H](N)[C@@H](C)O)C(=O)N1", "largest_force_ha_per_bohr": 0.129}